# 1
Below is a molecular structure, C29H35BrINSSbV, with properties calculated with wB97M-V/def2-TZVPD.

```
70
Properties=species:S:1:pos:R:3
V 0.51 -0.12 -0.47
C 3.35 4.48 -2.20
C 2.73 5.44 -1.19
C 3.84 6.00 -0.28
C 2.06 6.59 -1.95
C 1.69 4.75 -0.32
C 1.00 5.51 0.66
C 0.04 4.98 1.49
C -0.26 3.63 1.34
S -1.41 2.66 2.21
C -1.00 1.31 1.30
N -0.04 1.53 0.38
C 0.40 2.86 0.38
C 1.37 3.41 -0.45
C -1.49 -0.06 1.41
C -2.46 -0.48 2.31
C -2.77 -1.84 2.36
C -2.13 -2.77 1.55
C -1.18 -2.36 0.63
C -0.85 -1.00 0.55
H 4.10 5.01 -2.79
H 2.61 4.08 -2.89
H 3.87 3.65 -1.71
H 4.62 6.45 -0.89
H 4.30 5.21 0.32
H 3.47 6.77 0.40
H 2.78 7.06 -2.62
H 1.69 7.37 -1.28
H 1.22 6.23 -2.56
H 1.25 6.56 0.77
H -0.46 5.59 2.23
H 1.88 2.80 -1.19
H -2.96 0.21 2.97
H -3.52 -2.18 3.07
H -2.37 -3.82 1.64
H -0.68 -3.09 0.00
Br 2.44 -0.19 1.36
C 3.87 -1.38 0.91
C 4.95 -1.53 1.78
C 5.98 -2.40 1.43
C 5.95 -3.11 0.24
C 4.88 -2.98 -0.65
C 3.89 -2.11 -0.26
I 2.25 -1.83 -1.53
H 4.98 -0.98 2.71
H 6.81 -2.52 2.11
H 6.76 -3.78 -0.02
H 4.85 -3.53 -1.58
C -1.43 -0.56 -5.52
C -0.38 -0.52 -4.41
Sb -1.21 0.26 -2.60
C -1.48 2.38 -2.74
C -2.10 2.80 -4.07
C -3.13 -0.62 -2.35
C -3.13 -2.14 -2.49
H -0.97 -0.96 -6.42
H -1.81 0.43 -5.77
H -2.27 -1.20 -5.28
H 0.47 0.11 -4.66
H -0.01 -1.52 -4.17
H -0.50 2.84 -2.58
H -2.11 2.63 -1.88
H -1.46 2.57 -4.91
H -2.25 3.88 -4.06
H -3.08 2.34 -4.23
H -3.73 -0.14 -3.12
H -3.50 -0.29 -1.38
H -2.76 -2.46 -3.46
H -4.15 -2.51 -2.40
H -2.54 -2.62 -1.72
```

## Properties
LUMO (alpha / beta) ... -11.5 / -10.8 eV
Net charge ... +3
Expectation value of S² ... 0.832
Calculated total energy ... -153306.9286 eV
Relative energy (zero: lowest compared OMol25 entry of this formula, charge and spin) ... 0.0 kcal per mole
2S+1 ... 2
Kohn-Sham gap (alpha / beta) ... 5.3 / 6.0 eV
Max |F| ... 1.30 eV/A


# 2
Below is 10 unconnected molecules or ions with the total composition C19H26BrCl28N4OS, with properties calculated with wB97M-V/def2-TZVPD.

```
80
Properties=species:S:1:pos:R:3
O -1.37 -4.14 -2.10
C -1.63 -4.50 -1.03
Br -3.48 -4.83 -0.45
C -0.55 -4.73 0.10
N 0.68 -4.01 -0.16
N 1.71 -4.71 -0.63
C 2.82 -3.95 -0.82
N 2.42 -2.71 -0.43
C 1.12 -2.70 0.01
N 0.41 -1.71 0.50
C -0.98 -1.73 0.96
C -1.14 -2.32 2.44
C -1.78 -1.32 3.45
S -3.49 -0.90 2.85
C 1.13 -0.41 0.61
C 1.84 -0.27 2.02
C 3.40 -0.53 1.95
Cl 3.86 -2.11 2.71
H -0.97 -4.60 1.12
H -0.31 -5.82 0.04
H 1.73 -5.70 -0.83
H 3.80 -4.25 -1.18
H -1.70 -2.20 0.25
H -1.32 -0.67 1.04
H -1.87 -3.16 2.33
H -0.14 -2.71 2.75
H -1.90 -1.87 4.41
H -1.15 -0.41 3.58
H -3.69 -1.77 1.81
H 0.43 0.45 0.53
H 1.87 -0.31 -0.22
H 1.69 0.78 2.38
H 1.37 -0.96 2.76
H 3.77 -0.47 0.90
H 3.87 0.30 2.52
C 6.93 -0.30 4.21
Cl 8.65 -0.58 4.43
Cl 6.29 0.70 5.52
Cl 6.61 0.45 2.64
H 6.42 -1.26 4.24
C 8.80 2.15 7.85
Cl 10.45 2.48 7.32
Cl 8.79 0.96 9.15
Cl 7.99 3.63 8.35
H 8.25 1.73 7.01
C -5.95 -1.63 -0.87
Cl -4.18 -1.47 -0.81
Cl -6.47 -3.08 0.00
Cl -6.72 -0.19 -0.21
H -6.24 -1.73 -1.91
C -3.35 1.99 -2.12
Cl -1.63 1.69 -1.83
Cl -4.03 3.01 -0.85
Cl -3.60 2.73 -3.71
H -3.87 1.04 -2.11
C -8.53 -4.64 3.25
Cl -8.58 -5.55 4.76
Cl -7.94 -3.00 3.52
Cl -7.52 -5.48 2.05
H -9.54 -4.58 2.85
C -1.07 5.52 -3.05
Cl 0.65 5.22 -2.75
Cl -1.75 6.53 -1.77
Cl -1.31 6.26 -4.63
H -1.58 4.56 -3.04
C -5.18 5.63 -6.28
Cl -3.68 4.76 -6.65
Cl -4.99 7.36 -6.57
Cl -6.52 4.98 -7.22
H -5.40 5.48 -5.22
C 1.45 2.13 -4.61
Cl 2.08 0.82 -3.60
Cl 2.11 2.02 -6.25
Cl -0.31 2.09 -4.65
H 1.77 3.08 -4.18
C 4.43 5.01 -5.75
Cl 3.49 4.67 -4.29
Cl 3.88 6.50 -6.51
Cl 6.15 5.10 -5.37
H 4.28 4.19 -6.45
```

## Properties
LUMO ... -3.1 eV
Net charge ... +1
Calculated total energy ... -459630.0866 eV
Kohn-Sham gap ... 8.7 eV
Max |F| ... 4.78 eV/A


# 3
Below is a molecular structure, C38H43AsClNO7PTi, with properties calculated with wB97M-V/def2-TZVPD.

```
93
Properties=species:S:1:pos:R:3
Ti -11.96 -13.42 2.59
C -14.07 -13.25 5.55
O -13.03 -13.86 4.74
C -12.17 -14.75 5.44
C -11.91 -15.97 4.51
O -11.45 -15.35 3.26
C -10.47 -16.11 2.56
C -9.93 -15.36 1.35
O -10.90 -14.34 0.90
C -10.78 -14.11 -0.56
H -15.10 -13.49 5.23
H -13.95 -12.12 5.52
H -14.11 -13.56 6.59
H -12.58 -15.00 6.41
H -11.19 -14.36 5.56
H -12.73 -16.67 4.32
H -11.05 -16.54 5.01
H -11.00 -17.01 2.20
H -9.70 -16.38 3.27
H -9.67 -15.93 0.46
H -9.08 -14.78 1.75
H -9.84 -13.63 -0.81
H -11.50 -13.33 -0.82
H -10.83 -15.03 -1.08
C -8.76 -17.60 12.05
C -10.10 -18.10 12.38
As -10.83 -17.91 14.18
C -10.85 -15.90 14.19
C -10.49 -15.14 15.31
C -10.59 -13.73 15.34
C -10.89 -13.00 14.25
C -11.30 -13.72 13.12
C -11.33 -15.13 13.11
C -9.04 -17.96 15.05
C -7.93 -17.04 15.01
C -6.70 -17.41 15.54
C -6.63 -18.64 16.20
C -7.70 -19.47 16.23
C -8.91 -19.21 15.58
P -8.52 -17.25 10.17
C -6.81 -16.55 10.13
C -5.99 -16.94 9.05
C -4.91 -16.17 8.78
C -4.62 -15.06 9.55
C -5.50 -14.62 10.53
C -6.59 -15.38 10.82
C -8.31 -19.00 9.64
C -7.09 -19.64 9.78
C -6.95 -20.81 8.99
C -7.96 -21.40 8.27
C -9.15 -20.64 8.00
C -9.30 -19.47 8.76
H -7.93 -18.30 12.29
H -8.54 -16.60 12.46
H -10.31 -19.18 12.14
H -10.96 -17.66 11.79
H -10.19 -15.63 16.21
H -10.24 -13.26 16.30
H -10.90 -11.92 14.33
H -11.73 -13.28 12.20
H -11.88 -15.70 12.29
H -8.13 -16.04 14.66
H -5.91 -16.63 15.49
H -5.72 -18.94 16.75
H -7.68 -20.32 16.92
H -9.56 -20.07 15.45
H -6.35 -17.60 8.27
H -4.20 -16.31 8.06
H -3.67 -14.59 9.30
H -5.27 -13.68 11.09
H -7.25 -15.03 11.60
H -6.31 -19.36 10.55
H -5.96 -21.30 8.97
H -7.81 -22.38 7.87
H -9.91 -20.92 7.30
H -10.19 -18.87 8.56
N -10.70 -12.37 2.94
C -10.02 -11.34 3.49
C -9.39 -10.37 2.72
C -8.61 -9.41 3.35
C -8.39 -9.38 4.70
C -8.94 -10.41 5.49
C -9.87 -11.31 4.93
H -9.50 -10.44 1.63
H -8.32 -8.58 2.70
H -7.76 -8.74 5.25
H -8.76 -10.51 6.55
H -10.38 -12.13 5.41
O -15.04 -11.39 1.22
Cl -13.61 -11.41 1.55
O -13.45 -11.92 2.98
O -13.02 -10.15 1.26
O -12.74 -12.57 0.90
```

## Properties
LUMO (alpha / beta) ... 1.6 / 1.6 eV
Net charge ... -1
Expectation value of S² ... 2.017
Calculated total energy ... -161677.9432 eV
2S+1 ... 3
Kohn-Sham gap (alpha / beta) ... 1.8 / 6.4 eV
Max |F| ... 3.28 eV/A


# 4
Below is a molecular structure, C8H15NO, with properties calculated with wB97M-V/def2-TZVPD.

```
25
Properties=species:S:1:pos:R:3
C 0.38 -0.02 1.28
C -0.20 0.28 -2.28
C -0.58 1.09 -1.01
C 0.55 -0.67 -1.32
C -0.04 -1.47 1.48
C 1.84 0.29 1.58
C -0.58 0.94 1.96
N 0.45 0.35 -0.24
C -1.38 -0.30 -3.00
O -1.64 -0.10 -4.16
H 0.44 0.83 -2.97
H -1.59 0.89 -0.67
H -0.41 2.17 -1.05
H 1.58 -0.92 -1.57
H -0.01 -1.58 -1.11
H -2.01 -0.96 -2.38
H 0.67 -2.16 1.04
H -0.07 -1.68 2.55
H -1.04 -1.67 1.06
H 2.43 -0.60 1.78
H 1.69 0.73 0.18
H 1.96 1.01 2.39
H -0.29 1.98 1.78
H -1.61 0.80 1.63
H -0.54 0.77 3.04
```

## Properties
LUMO ... 0.7 eV
Net charge ... 0
Calculated total energy ... -12073.1025 eV
Relative energy (zero: lowest compared OMol25 entry of this formula, charge and spin) ... 102.2 kcal per mole
Kohn-Sham gap ... 8.4 eV
Max |F| ... 2.77 eV/A


Question: What is the net charge in the first record?
Answer: +3


Question: Which value of net charge does entry 1 give?
Answer: +3


Question: Which value of calculated total energy does entry 2 give?
Answer: -459630.0866 eV